[1]
This record from the OMol25 dataset describes a molecular structure, C5H5N3O. The level of theory is wB97M-V/def2-TZVPD.

## Properties
LUMO level   -0.048 Eh
HOMO level   -9.62 eV
Charge   0
Frontier orbital gap   0.30545 hartree
Energy relative to the best compared isomer or geometry (same formula, charge and spin)   7.7521 eV

Each line ends with the Mulliken charge.
CARTESIAN COORDINATES (ANGSTROEM)
C 2.13788 -1.48226 0.67549  -0.699
C 1.17802 -0.41835 0.36466  0.780
C 1.09439 -0.08646 -0.90767  -0.398
C -0.12071 0.30930 -1.58618  -0.229
C -1.43229 0.38362 -0.71231  0.557
H 3.31595 -0.92909 1.13863  0.229
H 2.14840 -1.86498 -0.42285  0.210
H 1.73050 -2.43504 1.63294  0.297
H 1.83697 -0.82105 -1.49923  0.146
H 0.09629 0.15215 -2.71770  0.307
N -1.13240 1.37670 0.25911  -0.232
N -0.34029 1.16295 1.21653  -0.193
N 0.34077 -0.07172 1.34533  -0.328
O -2.29357 -0.45158 -0.61032  -0.447



[2]
This record from the OMol25 dataset describes a molecular structure, C55H51BF2IN5O4S2Ti. The level of theory is wB97M-V/def2-TZVPD.

## Properties
LUMO level (alpha / beta)   -0.103 / -0.104 Eh
HOMO level (alpha / beta)   -10.13 / -10.23 eV
Charge   +1
Multiplicity   2
Frontier orbital gap (alpha / beta)   0.26907 / 0.27190 hartree
Expectation value of S²   0.76
Energy relative to the best compared isomer or geometry (same formula, charge and spin)   6.4356 eV

Each line ends with the Löwdin spin population.
CARTESIAN COORDINATES (ANGSTROEM)
Ti -1.58229 0.51382 0.97412  0.944
C 2.21820 -1.99783 2.10261  0.000
C 1.54532 -1.20885 3.16801  -0.001
N 2.09753 -1.18131 4.35617  0.004
C 1.49033 -0.52691 5.34464  -0.002
C 0.29079 0.13174 5.20219  0.003
C -0.25297 0.89086 6.38901  0.000
O -0.28568 2.29313 6.16023  0.000
C -0.33949 0.12449 3.91843  0.001
C -1.55420 0.90828 3.83464  0.029
N -2.25133 1.26916 2.79227  -0.005
C -3.16561 2.35176 3.02474  0.001
C -2.70061 3.39967 3.82927  -0.001
C -3.49679 4.50567 4.08176  0.000
C -4.75434 4.58761 3.51651  -0.001
C -5.20451 3.57363 2.69563  0.000
C -4.41840 2.45981 2.43272  -0.001
I -5.20756 1.07413 1.12153  -0.001
C 0.30160 -0.56827 2.86117  0.007
O -0.15554 -0.68037 1.64590  0.007
H 3.26429 -2.14200 2.35743  0.000
H 1.75750 -2.98613 2.00747  0.000
H 2.12602 -1.51038 1.13488  0.000
H 1.99804 -0.53362 6.29918  0.000
H 0.35458 0.65333 7.27004  0.000
H -1.28228 0.60677 6.63293  0.000
H 0.62370 2.60045 6.06833  0.000
H -1.89209 1.26379 4.80375  0.001
H -1.70342 3.35781 4.23718  0.000
H -3.11789 5.30142 4.70290  0.000
H -5.38052 5.44752 3.69624  0.000
H -6.18193 3.64877 2.23949  0.000
C -0.02126 6.28781 -3.75200  0.000
C 0.23410 5.14812 -2.82318  0.000
C 0.61443 3.90014 -3.32345  0.000
C 0.85930 2.84117 -2.46985  0.000
C 0.72598 3.03338 -1.10285  0.000
C 0.35005 4.25528 -0.57988  0.000
C 0.10775 5.30541 -1.45069  0.000
S 1.04738 1.64884 -0.03659  0.005
O 0.45757 2.01531 1.30509  0.003
C 2.79493 1.76251 -0.16834  0.002
C 3.50055 2.87782 0.32519  0.000
C 4.70054 3.20212 -0.22111  0.000
C 5.17483 2.51106 -1.36489  0.000
C 6.33145 2.95904 -2.03670  0.000
C 6.75634 2.34833 -3.18027  0.000
C 6.03742 1.26021 -3.69959  0.000
C 4.93470 0.78126 -3.04749  0.000
C 4.47598 1.38587 -1.85245  0.000
C 3.30108 0.91774 -1.14209  0.000
C 2.94549 -0.51637 -1.44833  0.000
C 4.12329 -1.35563 -1.19570  0.000
C 5.12743 -0.96253 -0.27068  0.000
C 6.21390 -1.75166 -0.02319  0.000
C 6.39319 -2.96480 -0.71073  0.000
C 5.45530 -3.37134 -1.61057  0.000
C 4.30394 -2.59042 -1.85099  0.000
C 3.31790 -3.00105 -2.77253  0.000
C 2.15149 -2.30873 -2.84506  0.000
C 1.89215 -1.12876 -2.09457  0.001
S 0.05616 -0.84082 -2.34280  0.000
O -0.63763 0.02841 -1.33993  0.005
C -0.45137 -2.52110 -1.96458  0.000
C -0.14665 -3.13229 -0.75724  0.000
C -0.59265 -4.42374 -0.53269  0.000
C -1.35702 -5.10252 -1.47872  0.000
C -1.84517 -6.49205 -1.21504  0.000
C -1.66952 -4.46054 -2.66992  0.000
C -1.21785 -3.17312 -2.91903  0.000
H -0.57471 5.96047 -4.62986  0.000
H 0.91723 6.72423 -4.09663  0.000
H -0.59536 7.07275 -3.26464  0.000
H 0.71051 3.75347 -4.38948  0.000
H 1.15679 1.88151 -2.87120  0.000
H 0.21461 4.36958 0.48662  0.000
H -0.20019 6.26250 -1.05083  0.000
H 3.05129 3.46642 1.10839  0.000
H 5.27187 4.03729 0.15061  0.000
H 6.86162 3.81167 -1.63579  0.000
H 7.63639 2.70650 -3.69367  0.000
H 6.35762 0.80038 -4.62325  0.000
H 4.39472 -0.05330 -3.46265  0.000
H 5.01345 -0.04120 0.27889  0.000
H 6.93983 -1.44122 0.71223  0.000
H 7.27053 -3.56602 -0.52433  0.000
H 5.57362 -4.29949 -2.15185  0.000
H 3.47425 -3.87826 -3.38335  0.000
H 1.37895 -2.66939 -3.51009  0.000
H 0.42400 -2.59956 -0.01315  0.000
H -0.33891 -4.92317 0.39479  0.000
H -1.28274 -6.96522 -0.41294  0.000
H -1.76004 -7.11272 -2.10488  0.000
H -2.89699 -6.48662 -0.92533  0.000
H -2.25469 -4.97544 -3.41696  0.000
H -1.45149 -2.68501 -3.85132  0.000
C -5.67831 -1.63620 -2.10890  0.000
C -4.51193 -0.73563 -2.47765  0.000
N -3.48024 -0.80901 -1.45810  0.006
C -3.51220 -1.58402 -0.35221  0.002
N -2.73201 -1.26035 0.66182  0.005
C -2.69646 -2.16094 1.80724  0.002
C -4.05138 -2.80922 2.05515  0.001
C -4.46017 -3.53660 0.78630  0.000
N -4.34458 -2.64814 -0.35763  0.001
C -5.11531 -2.93538 -1.55038  0.000
H -6.30197 -1.82040 -2.98309  0.000
H -6.31245 -1.17172 -1.34882  0.000
H -4.82275 0.30653 -2.58396  0.000
H -4.08775 -1.05375 -3.43808  0.000
H -2.80788 -0.05459 -1.43509  0.001
H -2.38710 -1.58572 2.68919  0.000
H -1.92133 -2.92274 1.65588  0.000
H -4.79300 -2.04504 2.30078  0.000
H -3.99969 -3.50925 2.88953  0.000
H -5.49713 -3.87697 0.83352  0.000
H -3.82761 -4.41926 0.63321  0.000
H -5.90702 -3.62991 -1.26744  0.000
H -4.48849 -3.43699 -2.29851  0.000
F -2.55219 2.25945 -1.70238  -0.004
B -2.22053 2.34095 -0.39394  -0.013
F -2.36865 3.58448 0.08633  -0.004



[3]
This record from the OMol25 dataset describes 9 unconnected molecules or ions with the total composition C27H55O25. The level of theory is wB97M-V/def2-TZVPD.

## Properties
LUMO level   0.081 Eh
HOMO level   -2.72 eV
Charge   -1
Frontier orbital gap   0.18041 hartree
Energy relative to the best compared isomer or geometry (same formula, charge and spin)   0.6325 eV

Each line ends with the Mulliken charge.
CARTESIAN COORDINATES (ANGSTROEM)
C -21.47045 -3.40605 -21.39197  0.602
C -21.40923 -3.38986 -19.85682  2.924
C -20.14683 -4.05058 -19.31022  -0.817
O -21.72406 -2.21767 -19.26713  -0.753
H -21.28183 -4.43111 -21.73064  -0.555
H -20.80428 -2.66187 -21.84420  -0.530
H -22.44294 -3.06730 -21.76296  -0.295
H -22.21631 -4.11215 -19.57090  -1.514
H -19.94976 -5.01507 -19.80087  0.095
H -20.42803 -4.32125 -18.28602  0.134
H -19.27235 -3.39658 -19.30638  -0.108
C -26.53242 -4.86403 -14.96295  -0.683
O -26.47142 -3.89842 -15.99093  -0.347
C -25.43758 -3.91306 -16.84294  0.733
O -25.25951 -2.98682 -17.58032  -0.460
O -24.73739 -5.03587 -16.77939  -0.358
C -23.54890 -5.15683 -17.56702  -0.062
H -27.54199 -4.81331 -14.54207  0.273
H -25.86980 -4.71006 -14.11260  0.276
H -26.49840 -5.88210 -15.35268  0.287
H -22.66647 -4.58271 -17.28850  0.227
H -23.83513 -4.79663 -18.55534  -0.251
H -23.24526 -6.19137 -17.71082  0.295
C -21.13346 2.66572 -15.18743  -0.589
O -20.03095 1.92236 -15.66015  -0.372
C -20.30248 1.16491 -16.74347  0.677
O -21.34606 1.06821 -17.32670  -0.416
O -19.19707 0.52527 -17.07385  -0.454
C -19.10658 -0.25736 -18.26165  0.040
H -21.76526 2.05322 -14.54333  0.274
H -21.70769 3.10942 -16.00273  0.218
H -20.83115 3.54283 -14.60969  0.247
H -19.51308 0.17067 -19.17505  -0.029
H -19.52859 -1.25699 -18.15220  0.247
H -18.02224 -0.35080 -18.37124  0.121
C -17.44025 -5.51195 -16.77887  -0.687
O -17.00637 -5.23835 -18.12239  -0.143
C -15.78018 -5.33700 -18.54636  0.613
O -14.77223 -5.39729 -17.87664  -0.613
O -15.80838 -5.46143 -19.87302  -0.088
C -14.58694 -5.49333 -20.57211  -0.757
H -16.75046 -4.98195 -16.12453  0.348
H -17.41392 -6.59274 -16.67063  0.294
H -18.44177 -5.11230 -16.67280  0.163
H -14.11050 -6.47190 -20.45721  0.353
H -13.85793 -4.73425 -20.29861  0.329
H -14.81152 -5.44389 -21.63618  0.187
C -16.07229 -7.35493 -23.98548  -0.789
O -17.22150 -6.67556 -23.49913  -0.192
C -18.23235 -7.48703 -23.17271  0.531
O -18.20930 -8.67798 -23.26743  -0.595
O -19.22176 -6.70796 -22.76157  -0.040
C -20.30836 -7.31424 -22.07905  -0.723
H -15.35545 -6.60488 -24.31129  0.225
H -16.23225 -7.92829 -24.90367  0.348
H -15.73520 -8.04777 -23.21809  0.316
H -21.09111 -7.66792 -22.75184  0.317
H -20.70625 -6.55429 -21.41025  0.061
H -20.00884 -8.16344 -21.46268  0.439
C -20.81184 0.13732 -22.21771  0.570
O -21.00885 1.53223 -21.97482  -0.551
C -21.55729 1.97918 -20.86893  0.733
O -21.99291 1.36050 -19.93944  -0.426
O -21.56357 3.31862 -20.90949  -0.395
C -22.02524 3.98146 -19.77124  -0.411
H -21.71535 -0.37837 -22.54872  0.220
H -20.47660 -0.36455 -21.30974  -0.017
H -20.13608 0.06666 -23.06450  -0.270
H -21.72701 3.49275 -18.84225  0.005
H -23.12185 3.93861 -19.74839  0.275
H -21.82508 5.04847 -19.68758  0.283
C -21.28415 -4.65718 -24.54060  -0.017
O -21.71920 -4.35647 -25.89328  -0.458
C -22.10670 -3.15118 -26.20409  0.840
O -22.15290 -2.19106 -25.47699  -0.509
O -22.50272 -3.18620 -27.49971  -0.401
C -22.96411 -1.98028 -28.09183  -0.648
H -22.18655 -4.54220 -23.94547  0.205
H -20.52961 -3.89226 -24.36181  0.140
H -20.85128 -5.64698 -24.47193  0.033
H -24.03695 -2.09556 -28.22285  0.258
H -22.46895 -1.80659 -29.04348  0.250
H -22.75440 -1.12540 -27.44942  0.304
C -16.82310 -1.99109 -20.75770  -0.403
O -16.84701 -0.81712 -21.56151  -0.394
C -17.41933 -0.91423 -22.74914  0.843
O -18.18359 -1.80071 -23.03044  -0.449
O -17.01717 0.09232 -23.51746  -0.408
C -17.69706 0.25477 -24.73325  -0.584
H -16.04008 -2.67865 -21.08309  0.344
H -17.79603 -2.47524 -20.77200  0.127
H -16.54808 -1.70514 -19.74568  0.230
H -17.62817 -0.62273 -25.37619  0.288
H -17.38231 1.13363 -25.29268  0.273
H -18.77001 0.44356 -24.62515  0.182
C -25.55167 -3.71153 -20.95220  -0.393
O -25.66356 -2.80879 -22.06785  -0.386
C -25.12308 -1.57897 -21.97855  0.810
O -24.59442 -1.10108 -21.03448  -0.444
O -25.32273 -0.88590 -23.11275  -0.349
C -25.74319 -1.56139 -24.28420  -0.528
H -26.23341 -4.51652 -21.19912  0.328
H -25.78758 -3.30284 -19.96657  0.287
H -24.48926 -3.94696 -20.85105  -0.047
H -25.05980 -2.37881 -24.51091  0.168
H -25.66938 -0.84246 -25.10090  0.239
H -26.78310 -1.88805 -24.25862  0.277